1.
Computed, not measured: a 2-piece molecular cluster, C10H14Cl2FNO3 overall, with the ωB97M-V functional and the def2-TZVPD basis.

Structure (XYZ):
```
31
Properties=species:S:1:pos:R:3
C 3.018 0.485 -0.349
N 1.526 0.407 -0.557
C 0.976 1.678 -1.108
C -0.431 2.132 -0.487
C -1.604 1.402 -0.148
C -1.808 -0.174 -0.263
C -3.292 -0.447 -0.840
F -3.468 0.145 -2.157
C -2.578 2.580 0.309
O -3.825 2.701 0.236
O -1.688 3.612 0.817
C -0.643 3.681 -0.157
O -0.057 4.645 -0.682
H 3.252 0.504 0.770
H 3.502 1.416 -0.807
H 3.559 -0.419 -0.830
H 1.417 -0.294 -1.317
H 0.786 1.582 -2.254
H 1.694 2.572 -0.956
H -1.015 -0.601 -0.981
H -1.716 -0.682 0.776
H -3.505 -1.567 -0.934
H -4.092 0.002 -0.138
Cl 0.514 -3.016 -0.465
C 0.987 -3.756 1.085
C 1.413 -2.722 2.110
Cl 2.948 -1.933 1.673
H 1.784 -4.475 0.887
H 0.117 -4.304 1.452
H 1.570 -3.205 3.078
H 0.657 -1.945 2.237
```

Computed properties:
* charge: 0
* total energy: -1690.06278 a.u.
* E_HOMO: -9.596 eV
* SMILES string: CNCC1=C(CCF)C(=O)OC1=O.ClCCCl
* lowest unoccupied orbital energy: -0.49 eV
* gap between HOMO and LUMO: 9.107 eV

2.
Computed, not measured: a single C10H14ClN5O molecule, with the ωB97M-V functional and the def2-TZVPD basis.

Structure (XYZ):
```
31
Properties=species:S:1:pos:R:3
Cl 1.459 2.569 -3.379
N 2.428 0.020 -2.870
N 1.553 -1.462 -1.211
O -3.807 0.675 -0.151
C -2.141 -1.556 2.425
C -0.917 -1.912 2.092
C 2.386 -1.062 -2.136
C 1.495 0.994 -2.503
C 0.724 -0.502 -0.856
C 0.560 0.769 -1.485
N 3.235 -1.975 -2.650
N -0.479 1.745 -1.096
N -0.049 -0.646 0.217
C -3.168 0.226 1.084
C -2.114 -1.964 0.088
C -2.950 -1.317 1.237
C -0.714 -1.984 0.577
H -4.745 0.483 -0.276
H -2.562 -1.377 3.419
H -0.176 -2.135 2.912
H 3.354 -2.812 -2.145
H 3.818 -1.699 -3.490
H -0.732 2.558 -1.661
H -1.197 1.261 -0.577
H -0.436 0.204 0.543
H -3.894 0.624 1.826
H -2.283 0.825 1.296
H -2.220 -1.241 -0.834
H -2.565 -2.954 -0.143
H -3.947 -1.811 1.356
H -0.078 -2.855 0.294
```

Computed properties:
* charge: 0
* total energy: -1198.62461 a.u.
* E_HOMO: -7.480 eV
* SMILES string: Nc1nc(Cl)c(N)c(N[C@H]2C=C[C@@H](CO)C2)n1
* lowest unoccupied orbital energy: 0.59 eV
* gap between HOMO and LUMO: 8.069 eV

3.
Computed, not measured: C10H14CoN4O3S as an isolated structure, with the ωB97M-V functional and the def2-TZVPD basis.

Structure (XYZ):
```
33
Properties=species:S:1:pos:R:3
Co -1.803 -0.278 -1.490
N -1.494 -1.258 -3.205
C -0.015 -1.228 -3.338
C 0.569 -0.028 -2.587
O 1.790 0.044 -2.431
N -0.380 0.787 -2.116
C -0.022 1.852 -1.195
C -0.975 1.821 0.002
O -0.818 2.574 0.946
O -1.925 0.930 -0.076
H -1.832 -2.213 -3.232
H -1.925 -0.756 -3.974
H 0.312 -1.210 -4.379
H 0.387 -2.132 -2.882
H -0.104 2.835 -1.664
H 1.008 1.755 -0.846
C 2.709 -0.095 0.812
C 1.329 -0.302 1.336
C 0.809 0.252 2.469
C -0.515 -0.060 2.817
N -1.265 -0.896 2.105
C -0.788 -1.358 0.961
S -1.754 -2.228 -0.178
N 0.505 -1.098 0.614
C -1.167 0.601 3.979
H 3.195 0.716 1.348
H 2.680 0.132 -0.256
H 3.297 -1.005 0.950
H 1.393 0.941 3.059
H 0.825 -1.460 -0.276
H -0.453 0.858 4.759
H -1.966 -0.023 4.373
H -1.606 1.527 3.595
```

Computed properties:
* 2S+1: 2
* charge: 0
* total energy: -2615.23428 a.u.
* E_HOMO (alpha / beta): -8.464 / -8.546 eV
* lowest unoccupied orbital energy (alpha / beta): -0.22 / -0.19 eV
* gap between HOMO and LUMO (alpha / beta): 8.245 / 8.352 eV
* ⟨S²⟩: 0.796

4.
Computed, not measured: C10H14F2NNi2O11S2 as an isolated structure, with the ωB97M-V functional and the def2-TZVPD basis.

Structure (XYZ):
```
42
Properties=species:S:1:pos:R:3
Ni -18.887 -14.638 22.551
Ni -16.209 -13.985 23.363
C -17.606 -13.905 18.601
C -17.303 -14.042 19.929
C -15.884 -13.700 20.401
O -15.553 -13.896 21.648
C -15.019 -13.111 19.550
C -15.328 -12.901 18.156
C -16.718 -13.304 17.647
O -16.989 -13.158 16.475
O -14.535 -12.389 17.392
O -18.119 -14.599 20.745
H -18.598 -14.207 18.292
H -14.076 -12.776 19.961
N -20.733 -13.948 22.786
S -21.370 -13.128 24.015
O -22.549 -13.729 24.524
O -21.344 -11.719 23.895
F -20.247 -13.481 25.078
S -21.747 -13.612 21.493
O -21.486 -12.349 20.914
O -23.068 -14.096 21.669
F -21.077 -14.665 20.537
O -17.325 -15.529 23.413
H -17.375 -16.445 23.706
O -17.839 -13.010 23.103
H -18.332 -12.246 23.426
C -21.798 -17.721 22.687
C -20.492 -17.132 23.187
O -19.657 -16.618 22.165
C -19.275 -17.505 21.123
C -18.304 -18.583 21.562
H -21.649 -18.680 22.189
H -22.503 -17.848 23.505
H -22.241 -17.048 21.948
H -20.693 -16.347 23.915
H -19.947 -17.896 23.764
H -20.151 -17.926 20.624
H -18.780 -16.885 20.376
H -18.145 -19.264 20.725
H -18.646 -19.174 22.415
H -17.343 -18.143 21.832
```

Computed properties:
* 2S+1: 5
* charge: -1
* total energy: -5284.65121 a.u.
* E_HOMO (alpha / beta): -4.747 / -4.731 eV
* lowest unoccupied orbital energy (alpha / beta): 1.40 / 1.45 eV
* gap between HOMO and LUMO (alpha / beta): 6.144 / 6.184 eV
* ⟨S²⟩: 6.010